ORCA calculation (ωB97M-V/def2-TZVPD) on a single C3H7N molecule.

Element x y z (Å)
H: -0.576 1.000 1.239
C: 1.154 -1.426 0.275
H: -1.247 -0.436 0.449
H: 0.394 -2.205 0.436
H: 2.194 -1.741 0.237
N: -0.924 1.351 -0.775
H: -1.049 0.845 -1.660
C: 0.823 -0.137 0.137
C: -0.554 0.421 0.306
H: 1.617 0.585 -0.060
H: -1.833 1.744 -0.583

Results
highest occupied orbital energy	-0.3492	Ha
net charge	0
relative energy (zero: lowest compared OMol25 entry of this formula, charge and spin)	9.6	kcal per mole
F_max	0.79	eV/Å
frontier orbital gap	10.7	eV
LUMO energy	0.04401	hartree

Atom charges from the Löwdin analysis, given in e for atoms 1 to 2: 0.112, -0.010